Here is a 9-piece molecular cluster, C12H43BN16O8 overall from the OMol25 dataset. Energies are from ωB97M-V/def2-TZVPD.

**E_LUMO**: 0.245 eV
**SMILES**: NC(N)=O.NC(N)=O.NC(N)=O.NC(N)=O.NC(N)=O.NC(N)=O.NC(N)=O.NC(N)=O.BCCCC
**Total charge**: 0
**Gap between HOMO and LUMO**: 9.720 eV

Each line ends with the Löwdin charge.
Cartesian coordinates (Å):
N (-0.999, -3.808, 0.353)  0.154
C (-0.291, -2.752, 0.853)  -0.691
N (-1.040, -1.759, 1.429)  0.159
O (0.925, -2.701, 0.816)  0.017
H (-2.000, -3.866, 0.391)  0.104
H (-0.482, -4.568, -0.065)  0.077
H (-0.541, -0.967, 1.789)  0.092
H (-2.041, -1.770, 1.490)  0.101
N (5.062, -1.488, -6.865)  0.145
C (4.876, -0.705, -5.756)  -0.676
N (4.566, -1.381, -4.606)  0.155
O (4.977, 0.506, -5.788)  0.026
H (4.983, -2.487, -6.857)  0.088
H (5.291, -1.020, -7.721)  0.100
H (4.421, -0.834, -3.778)  0.092
H (4.475, -2.377, -4.554)  0.091
N (-0.049, -6.028, 5.196)  0.145
C (-0.712, -5.561, 4.091)  -0.688
N (0.046, -5.373, 2.977)  0.172
O (-1.911, -5.325, 4.111)  0.002
H (0.934, -6.221, 5.207)  0.088
H (-0.586, -6.163, 6.031)  0.098
H (-0.434, -5.020, 2.168)  0.056
H (1.031, -5.548, 2.928)  0.101
N (-2.205, 4.647, 1.933)  0.163
C (-2.100, 3.724, 0.930)  -0.697
N (-2.032, 4.251, -0.319)  0.173
O (-2.075, 2.517, 1.149)  -0.004
H (-2.246, 5.635, 1.755)  0.092
H (-2.251, 4.311, 2.877)  0.105
H (-1.958, 3.614, -1.090)  0.100
H (-2.050, 5.245, -0.491)  0.060
N (-0.325, 8.845, -1.629)  0.158
C (-0.563, 7.777, -0.817)  -0.669
N (0.537, 7.193, -0.261)  0.164
O (-1.698, 7.369, -0.606)  0.002
H (0.593, 9.199, -1.820)  0.097
H (-1.120, 9.288, -2.049)  0.107
H (0.393, 6.396, 0.331)  0.097
H (1.473, 7.509, -0.430)  0.098
N (1.405, -0.706, 4.691)  0.149
C (0.315, -0.897, 5.502)  -0.688
N (-0.789, -1.398, 4.870)  0.161
O (0.336, -0.642, 6.692)  0.019
H (1.424, -0.949, 3.718)  0.083
H (2.234, -0.345, 5.122)  0.098
H (-1.600, -1.585, 5.429)  0.104
H (-0.806, -1.599, 3.888)  0.053
N (-1.909, -7.803, -1.206)  0.154
C (-0.622, -7.359, -1.316)  -0.676
N (-0.022, -7.569, -2.525)  0.152
O (-0.045, -6.813, -0.389)  0.011
H (-2.403, -8.258, -1.949)  0.094
H (-2.363, -7.677, -0.320)  0.106
H (0.924, -7.255, -2.627)  0.104
H (-0.476, -8.019, -3.297)  0.093
N (-5.621, 2.772, 1.415)  0.156
C (-5.807, 1.719, 2.271)  -0.689
N (-4.658, 1.225, 2.824)  0.154
O (-6.909, 1.262, 2.517)  0.017
H (-4.714, 3.142, 1.201)  0.066
H (-6.433, 3.161, 0.975)  0.099
H (-4.750, 0.457, 3.460)  0.097
H (-3.746, 1.592, 2.605)  0.062
B (0.730, 0.483, -1.586)  -0.015
C (0.828, 2.015, -1.773)  -0.227
C (2.218, 2.619, -1.457)  -0.236
C (2.877, 3.220, -2.699)  -0.271
C (3.520, 2.143, -3.575)  -0.113
H (0.066, -0.201, -2.310)  0.025
H (1.322, -0.072, -0.708)  0.031
H (0.528, 2.245, -2.800)  0.094
H (0.063, 2.431, -1.102)  0.082
H (2.141, 3.367, -0.667)  0.097
H (2.881, 1.827, -1.096)  0.098
H (2.161, 3.814, -3.271)  0.100
H (3.658, 3.909, -2.365)  0.098
H (2.950, 1.211, -3.484)  0.064
H (4.527, 1.926, -3.219)  0.076
H (3.562, 2.388, -4.632)  0.065

---

Here is C41H26CaF5N3OPS2 as an isolated structure from the OMol25 dataset. Energies are from ωB97M-V/def2-TZVPD.

**Energy relative to the best compared isomer or geometry (same formula, charge and spin)**: 12.02 kcal/mol
**E_LUMO**: 2.209 eV
**Total charge**: -1
**Gap between HOMO and LUMO**: 5.163 eV

Each line ends with the Löwdin charge.
Cartesian coordinates (Å):
Ca (-0.359, -0.162, -0.425)  1.148
N (1.294, -3.146, -3.341)  0.167
C (1.756, -3.793, -2.205)  -0.219
C (2.506, -4.969, -2.041)  -0.117
C (2.714, -5.281, -0.675)  -0.177
C (2.305, -4.557, 0.412)  -0.106
C (1.514, -3.262, 0.283)  -0.180
C (1.294, -2.996, -1.165)  -0.198
N (0.595, -1.927, -1.651)  0.025
C (0.601, -2.031, -2.958)  -0.299
C (0.028, -0.999, -3.804)  -0.320
C (-0.165, -0.989, -5.147)  -0.373
S (-0.861, 0.502, -5.616)  1.002
C (-0.859, 1.015, -3.994)  -0.515
N (-0.373, 0.160, -3.142)  -0.025
H (1.466, -3.439, -4.286)  0.152
H (2.863, -5.585, -2.850)  0.059
H (3.233, -6.210, -0.452)  0.088
H (2.433, -4.979, 1.398)  0.073
H (0.531, -3.362, 0.808)  0.143
H (0.039, -1.768, -5.861)  0.065
H (-1.240, 1.981, -3.691)  0.008
F (-2.851, 6.231, 3.004)  0.097
C (-2.676, 5.314, 2.037)  -0.153
C (-1.689, 4.355, 2.146)  -0.155
F (-0.891, 4.343, 3.223)  0.101
C (-1.536, 3.420, 1.138)  -0.245
F (-0.549, 2.512, 1.301)  0.012
C (-2.312, 3.377, -0.012)  -0.576
S (-2.076, 2.187, -1.273)  0.562
C (-3.292, 4.368, -0.078)  -0.249
F (-4.110, 4.441, -1.139)  0.067
C (-3.480, 5.314, 0.914)  -0.152
F (-4.443, 6.241, 0.793)  0.100
O (1.923, -0.898, 0.518)  -0.051
C (2.002, -2.012, 1.021)  -0.294
C (2.327, -2.112, 2.487)  -0.138
C (3.313, -2.987, 2.939)  -0.031
C (3.568, -3.115, 4.293)  -0.072
C (2.809, -2.395, 5.207)  -0.075
C (1.834, -1.522, 4.757)  -0.086
C (1.589, -1.340, 3.396)  -0.264
P (0.398, -0.024, 2.838)  1.128
C (1.319, 1.409, 3.530)  -0.358
C (2.218, 2.054, 2.683)  -0.098
C (2.989, 3.113, 3.139)  -0.083
C (2.863, 3.548, 4.451)  -0.095
C (1.975, 2.912, 5.305)  -0.084
C (1.214, 1.845, 4.848)  -0.100
C (-1.020, -0.258, 3.967)  -0.378
C (-1.815, 0.817, 4.357)  -0.102
C (-3.003, 0.602, 5.045)  -0.082
C (-3.415, -0.689, 5.341)  -0.096
C (-2.640, -1.766, 4.936)  -0.083
C (-1.454, -1.552, 4.252)  -0.094
H (3.878, -3.558, 2.216)  0.106
H (4.347, -3.784, 4.636)  0.101
H (2.986, -2.504, 6.270)  0.101
H (1.257, -0.955, 5.478)  0.102
H (2.320, 1.720, 1.657)  0.099
H (3.680, 3.604, 2.465)  0.100
H (3.452, 4.385, 4.806)  0.097
H (1.868, 3.245, 6.330)  0.099
H (0.521, 1.358, 5.523)  0.097
H (-1.518, 1.830, 4.120)  0.094
H (-3.610, 1.450, 5.339)  0.101
H (-4.348, -0.857, 5.864)  0.097
H (-2.969, -2.779, 5.128)  0.103
H (-0.875, -2.404, 3.916)  0.109
C (-4.417, -2.716, 1.662)  -0.138
C (-4.316, -1.331, 1.738)  -0.131
C (-3.208, -0.687, 1.197)  -0.192
C (-2.148, -1.356, 0.551)  -0.287
C (-2.312, -2.754, 0.493)  -0.187
C (-3.406, -3.431, 1.033)  -0.131
H (-5.275, -3.229, 2.082)  0.084
H (-5.099, -0.757, 2.223)  0.089
H (-3.182, 0.400, 1.278)  0.067
H (-1.551, -3.364, 0.005)  0.062
H (-3.473, -4.512, 0.959)  0.084

---

Here is a 2-piece molecular cluster, CH5ClN2 overall from the OMol25 dataset. Energies are from ωB97M-V/def2-TZVPD.

**Energy relative to the best compared isomer or geometry (same formula, charge and spin)**: 96.32 kcal/mol
**E_LUMO (alpha / beta)**: -0.092 / 0.879 eV
**Total charge**: 0
**Gap between HOMO and LUMO (alpha / beta)**: 6.658 / 9.439 eV

Each line ends with the natural charge from an NBO analysis.
Cartesian coordinates (Å):
C (0.072, -0.300, 0.687)  -0.117
N (-0.736, -1.326, 0.489)  -0.735
N (1.103, 1.430, -1.022)  -0.669
Cl (-0.161, 1.434, -2.103)  0.076
H (0.967, 2.197, -0.402)  0.310
H (-0.185, 0.443, 1.491)  0.189
H (1.095, -0.698, 0.555)  0.194
H (-0.409, -1.924, -0.139)  0.371
H (-1.746, -1.255, 0.444)  0.381

---

Q: What is the formula in the first record?
A: C12H43BN16O8